(1)
Here is a structure of composition Cl4Hg2MgNO19 at a distorted geometry from the Open Molecules 2025 dataset. Energies are from ωB97M-V/def2-TZVPD.

```
! RIJCOSX wB97M-V def2-TZVPD def2/J DEFGRID3
* xyz 1 1
Mg 9.843 4.470 11.542
Hg 11.180 5.021 6.584
Hg 6.796 6.353 6.092
Cl 7.667 5.940 8.852
O 8.194 5.064 9.943
O 7.837 7.262 9.237
O 8.282 5.497 7.498
O 6.310 5.816 8.378
Cl 8.481 5.354 13.500
O 9.315 4.136 13.391
O 7.212 4.983 14.028
O 9.114 6.403 14.329
O 8.316 5.706 12.125
Cl 14.140 4.068 3.163
O 15.024 5.209 2.634
O 10.865 3.175 5.592
O 11.192 6.660 7.487
O 13.408 4.315 4.353
Cl 12.098 3.984 10.391
O 10.952 3.066 10.657
O 13.053 3.818 11.397
O 12.648 3.847 9.085
O 11.376 5.286 10.633
N 3.177 7.274 11.484
O 2.693 7.245 12.566
O 3.897 7.650 10.588
O 6.065 6.139 4.203
*
```

Results
E_tot, hartree: -3830.00119
Lowest unoccupied orbital energy, eV: -9.092
Orbital gap, eV: 1.55



(2)
Here is a structure of composition C11H22CaCl2NO3 at a distorted geometry from the Open Molecules 2025 dataset. Energies are from ωB97M-V/def2-TZVPD.

```
! RIJCOSX wB97M-V def2-TZVPD def2/J DEFGRID3
* xyz -3 1
Ca 13.591 -32.913 1.697
Cl 13.933 -35.130 5.052
Cl 16.860 -31.283 0.366
C 12.212 -28.990 2.397
C 11.713 -28.502 1.011
C 12.756 -27.471 0.329
C 12.488 -27.135 -1.153
C 12.254 -28.414 -1.915
C 11.159 -29.343 -1.452
N 11.403 -29.572 0.044
O 10.546 -30.650 0.543
C 11.449 -30.617 -2.291
C 9.697 -28.728 -1.718
C 10.465 -27.659 1.274
H 13.239 -29.352 2.352
H 11.649 -29.809 2.845
H 12.267 -28.261 3.206
H 13.782 -27.683 0.630
H 12.636 -26.480 0.769
H 13.431 -26.722 -1.509
H 11.612 -26.496 -1.266
H 13.199 -28.950 -1.989
H 11.954 -28.027 -2.889
H 10.740 -31.407 -2.040
H 12.392 -31.136 -2.121
H 11.512 -30.317 -3.337
H 9.400 -28.969 -2.738
H 9.607 -27.642 -1.668
H 8.979 -29.144 -1.011
H 9.993 -27.204 0.403
H 10.812 -26.886 1.960
H 9.736 -28.373 1.658
O 13.786 -39.183 -0.134
C 13.488 -38.580 -1.396
C 13.379 -36.970 -1.282
O 12.500 -36.366 -0.308
H 12.491 -38.917 -1.679
H 14.202 -38.826 -2.181
H 13.124 -36.454 -2.208
H 14.356 -36.538 -1.066
*
```

Results
E_tot, hartree: -2310.44665
Lowest unoccupied orbital energy, eV: 5.472
Energy above the lowest of the compared OMol25 structures with the same formula, charge and spin, kcal per mole: 134.2
Orbital gap, eV: 2.87



(3)
Here is a cluster of 2 separate species, CH8NS in total from the Open Molecules 2025 dataset. Energies are from ωB97M-V/def2-TZVPD.

```
! RIJCOSX wB97M-V def2-TZVPD def2/J DEFGRID3
* xyz 1 1
C 0.942 -0.905 1.596
N 1.564 -0.345 0.352
H 1.589 -1.671 2.014
H 0.817 -0.096 2.296
H -0.026 -1.323 1.337
H 1.954 -1.089 -0.229
H 2.332 0.297 0.566
H 0.869 0.169 -0.223
S -1.318 0.760 -0.949
H -1.061 0.080 -2.088
H -1.996 -0.279 -0.415
*
```

Results
E_tot, hartree: -495.57934
Lowest unoccupied orbital energy, eV: -3.692
Energy above the lowest of the compared OMol25 structures with the same formula, charge and spin, kcal per mole: 0.2
Orbital gap, eV: 10.66



HOMO energy list, top to bottom, in Eh: -0.3911; 0.0955; -0.5276